Computed, not measured: C27H28Cl3ErN8OSSe as an isolated structure at a distorted geometry, with ωB97M-V/def2-TZVPD.

Energy relative to the best compared isomer or geometry (same formula, charge and spin) (kJ/mol): 65.50
Net charge: +2
HOMO-LUMO gap (spin up / spin down) (eV): 7.22 / 7.23
E_LUMO (spin up / spin down) (eV): -5.7114 / -5.7079
Highest occupied orbital energy (spin up / spin down) (eV): -12.93 / -12.93
Multiplicity: 4
DFT total energy (hartree): -6753.94537

Geometry (Å):
Er: 0.038 -0.189 -0.426
C: -1.198 -2.105 2.188
C: -0.016 -2.890 1.658
N: 1.042 -1.997 1.141
C: 1.833 -1.350 2.212
C: 1.600 0.140 2.329
C: 2.524 0.944 2.973
C: 2.261 2.301 3.093
C: 1.075 2.808 2.585
C: 0.201 1.943 1.947
C: -1.118 2.450 1.413
N: -1.721 1.570 0.393
C: -2.968 0.922 0.835
C: -2.660 -0.222 1.780
N: -1.789 -1.239 1.147
N: 0.469 0.637 1.806
H: -0.867 -1.459 3.002
H: -1.935 -2.800 2.598
H: -0.335 -3.529 0.837
H: 0.365 -3.526 2.464
H: 1.671 -2.590 0.613
H: 2.897 -1.514 2.040
H: 1.597 -1.806 3.179
H: 3.437 0.523 3.374
H: 2.977 2.957 3.570
H: 0.839 3.860 2.672
H: -0.962 3.448 1.004
H: -1.801 2.566 2.261
H: -1.957 2.153 -0.402
H: -3.491 0.549 -0.045
H: -3.635 1.629 1.340
H: -3.594 -0.662 2.136
H: -2.122 0.168 2.645
H: -2.381 -1.824 0.561
Cl: -3.857 3.654 -5.483
C: -2.686 3.014 -4.397
C: -2.867 1.756 -3.855
C: -1.910 1.286 -2.981
Cl: -2.075 -0.303 -2.270
C: -0.764 1.993 -2.591
O: 0.094 1.458 -1.723
C: -0.632 3.273 -3.179
Cl: 0.729 4.257 -2.780
C: -1.570 3.767 -4.064
H: -3.728 1.158 -4.120
H: -1.434 4.748 -4.499
Se: 2.348 2.210 -0.661
N: 2.370 0.430 -0.549
C: 3.650 0.053 -0.445
C: 4.114 -1.283 -0.399
C: 5.455 -1.506 -0.270
C: 6.387 -0.437 -0.188
C: 5.984 0.861 -0.263
C: 4.599 1.137 -0.388
N: 4.059 2.352 -0.453
H: 3.413 -2.099 -0.520
H: 5.827 -2.522 -0.248
H: 7.438 -0.669 -0.078
H: 6.687 1.682 -0.232
S: 1.054 -1.771 -2.554
C: 0.891 -3.442 -2.482
N: 1.324 -4.163 -3.567
C: 1.227 -5.503 -3.642
C: 0.677 -6.187 -2.600
C: 0.258 -5.421 -1.503
N: 0.361 -4.106 -1.437
H: 1.717 -3.626 -4.330
H: 1.597 -5.979 -4.539
H: 0.573 -7.260 -2.614
H: -0.180 -5.910 -0.639

Mulliken atomic charge list, values in e, 5 entries:
1. Er 0.6520
2. C -0.9341
3. C -0.6773
4. N -0.0040
5. C -1.9027



Computed, not measured: a 2-piece molecular cluster, C27H28ClN2 overall at a distorted geometry, with ωB97M-V/def2-TZVPD.

Net charge: +1
HOMO-LUMO gap (eV): 8.10
E_LUMO (eV): -2.8974
Highest occupied orbital energy (eV): -11.00
Multiplicity: 1
DFT total energy (hartree): -1615.12066

Geometry (Å):
Cl: -3.715 -2.630 -5.348
C: -2.865 -2.591 -3.867
C: -3.559 -2.329 -2.677
C: -2.840 -2.184 -1.492
C: -1.468 -2.404 -1.457
C: -0.707 -2.226 -0.162
C: 0.572 -3.101 -0.043
C: 0.611 -3.568 1.428
C: -0.746 -3.187 1.982
C: -1.467 -2.443 1.116
C: -0.783 -2.675 -2.644
C: -1.476 -2.804 -3.853
H: -4.641 -2.216 -2.667
H: -3.369 -1.939 -0.574
H: 0.534 -3.964 -0.726
H: 1.479 -2.517 -0.279
H: 0.865 -4.631 1.507
H: 1.446 -3.043 1.919
H: -1.021 -3.520 2.983
H: -2.419 -1.929 1.270
H: 0.301 -2.814 -2.622
H: -0.946 -3.048 -4.773
C: 2.398 0.530 -1.164
N: 1.008 0.942 -1.061
C: 0.299 0.955 0.095
H: -0.380 -1.202 -0.152
C: 0.894 0.882 1.418
C: 1.435 2.144 1.737
C: 2.047 2.370 2.944
C: 2.138 1.322 3.861
C: 2.818 1.617 5.156
C: 1.600 0.067 3.562
C: 0.971 -0.168 2.341
N: -0.933 1.453 -0.171
C: -1.965 1.659 0.831
C: -0.882 2.101 -1.419
C: 0.350 1.772 -1.986
C: 0.987 2.623 -2.864
C: 0.329 3.812 -3.218
C: -0.902 4.142 -2.649
C: -1.510 3.296 -1.708
H: 2.804 0.903 -2.108
H: 2.987 0.899 -0.311
H: 2.455 -0.568 -1.182
H: 1.346 2.940 0.998
H: 2.443 3.369 3.143
H: 2.865 0.722 5.780
H: 3.840 1.985 4.978
H: 2.284 2.407 5.704
H: 1.680 -0.732 4.301
H: 0.528 -1.126 2.094
H: -2.723 2.331 0.418
H: -2.449 0.699 1.056
H: -1.548 2.073 1.763
H: 1.994 2.388 -3.188
H: 0.788 4.499 -3.930
H: -1.377 5.082 -2.932
H: -2.403 3.576 -1.158

Mulliken atomic charge list, values in e, 5 entries:
1. Cl -0.2000
2. C 0.4295
3. C -1.0236
4. C -0.3536
5. C 0.5463



Computed, not measured: a 5-piece molecular cluster, C27H28FN6O13PS overall at a distorted geometry, with ωB97M-V/def2-TZVPD.

Net charge: 0
HOMO-LUMO gap (eV): 9.03
E_LUMO (eV): -0.9222
SMILES string: NC(=O)CCN(P(O)O)S(=O)(=O)F.O=[N+]([O-])c1ccccc1.O=[N+]([O-])c1ccccc1.O=[N+]([O-])c1ccccc1.O=[N+]([O-])c1ccccc1
Highest occupied orbital energy (eV): -9.95
Multiplicity: 1
DFT total energy (hartree): -3191.41439

Geometry (Å):
N: 1.443 -3.152 -3.868
C: 2.149 -2.297 -4.731
O: 2.139 -2.497 -5.935
C: 2.901 -1.090 -4.178
C: 3.583 -1.335 -2.836
N: 4.132 -0.122 -2.158
P: 5.249 0.915 -3.106
O: 4.332 1.833 -4.108
O: 6.106 -0.144 -3.991
S: 2.908 0.711 -1.423
O: 1.685 0.587 -2.135
O: 2.864 0.288 -0.073
F: 3.318 2.183 -1.440
H: 0.445 -3.058 -4.001
H: 1.616 -2.975 -2.887
H: 2.190 -0.273 -4.157
H: 3.649 -0.881 -4.938
H: 2.895 -1.801 -2.142
H: 4.426 -1.999 -2.989
H: 3.896 1.360 -4.832
H: 5.642 -0.953 -4.250
O: -1.021 -4.105 1.302
N: -0.719 -3.017 0.867
O: -0.146 -2.835 -0.194
C: -1.060 -1.840 1.670
C: -1.679 -2.011 2.897
C: -1.981 -0.898 3.663
C: -1.666 0.373 3.202
C: -1.052 0.530 1.967
C: -0.745 -0.577 1.195
H: -1.925 -2.999 3.257
H: -2.462 -1.022 4.623
H: -1.896 1.241 3.801
H: -0.809 1.520 1.606
H: -0.264 -0.442 0.236
O: -2.561 3.098 3.702
N: -2.513 4.301 3.522
O: -2.087 5.105 4.317
C: -3.013 4.784 2.231
C: -3.509 3.857 1.337
C: -3.993 4.285 0.116
C: -3.978 5.639 -0.196
C: -3.470 6.561 0.713
C: -2.981 6.135 1.938
H: -3.519 2.805 1.582
H: -4.376 3.543 -0.578
H: -4.362 5.977 -1.150
H: -3.455 7.614 0.467
H: -2.585 6.847 2.645
O: -5.500 1.980 -0.897
N: -5.160 0.824 -0.711
O: -5.526 0.150 0.223
C: -4.228 0.217 -1.670
C: -3.757 0.974 -2.726
C: -2.860 0.402 -3.612
C: -2.450 -0.913 -3.435
C: -2.941 -1.661 -2.373
C: -3.836 -1.095 -1.481
H: -4.077 1.996 -2.863
H: -2.478 0.982 -4.440
H: -1.746 -1.355 -4.127
H: -2.622 -2.685 -2.236
H: -4.216 -1.673 -0.652
O: 4.238 -4.747 5.758
N: 4.280 -3.548 5.586
O: 4.737 -2.754 6.380
C: 3.735 -3.018 4.328
C: 3.175 -3.894 3.417
C: 2.644 -3.388 2.242
C: 2.681 -2.022 1.992
C: 3.257 -1.159 2.913
C: 3.787 -1.657 4.091
H: 3.147 -4.955 3.615
H: 2.196 -4.057 1.519
H: 2.261 -1.631 1.077
H: 3.288 -0.097 2.712
H: 4.233 -0.988 4.812

Mulliken atomic charge list, values in e, 5 entries:
1. N -0.5144
2. C -0.0292
3. O -0.5675
4. C 0.4530
5. C -1.5840



Computed, not measured: C27H28GdN2Si as an isolated structure at a distorted geometry, with ωB97M-V/def2-TZVPD.

Energy relative to the best compared isomer or geometry (same formula, charge and spin) (kJ/mol): 46.41
Net charge: +1
HOMO-LUMO gap (spin up / spin down) (eV): 5.70 / 5.65
E_LUMO (spin up / spin down) (eV): -3.4743 / -3.9901
Highest occupied orbital energy (spin up / spin down) (eV): -9.17 / -9.64
Multiplicity: 8
DFT total energy (hartree): -2209.96020

Geometry (Å):
C: 0.913 2.663 1.175
C: -0.089 2.805 0.152
C: -1.365 2.941 0.789
H: 0.102 2.925 -0.916
C: -1.160 2.912 2.198
C: 0.251 2.739 2.436
H: 0.746 2.804 3.407
H: 1.991 2.667 1.005
H: -2.306 3.136 0.276
H: -1.918 3.087 2.969
Gd: -0.535 0.679 1.358
C: -1.575 -2.773 -4.160
H: -2.316 -2.814 -3.356
H: -1.910 -2.099 -4.953
H: -0.584 -2.480 -3.796
Si: -0.306 -0.327 -1.710
C: 1.450 -0.205 -2.293
C: 2.215 0.985 -2.255
H: 1.815 1.884 -1.773
C: 3.473 1.014 -2.865
H: 4.053 1.938 -2.855
C: 3.980 -0.140 -3.478
H: 4.959 -0.115 -3.953
C: 3.251 -1.337 -3.464
H: 3.650 -2.243 -3.924
C: 2.001 -1.387 -2.842
H: 1.420 -2.317 -2.806
C: -1.416 0.860 -2.598
C: -0.995 1.455 -3.805
H: -0.026 1.175 -4.234
C: -1.820 2.393 -4.435
H: -1.485 2.839 -5.370
C: -3.048 2.747 -3.865
H: -3.681 3.477 -4.364
C: -3.466 2.169 -2.660
H: -4.418 2.451 -2.209
C: -2.662 1.223 -2.023
H: -3.000 0.755 -1.087
H: -0.855 -1.726 -1.611
H: -1.475 -3.780 -4.578
N: 1.191 -1.181 1.592
C: 0.904 -2.008 2.739
C: 1.121 -3.379 2.772
C: 0.842 -4.091 3.963
C: 0.343 -3.438 5.084
C: 0.056 -2.044 5.063
C: -0.448 -1.306 6.150
C: -0.768 0.034 5.977
C: -0.666 0.612 4.705
N: -0.160 -0.061 3.642
C: 0.279 -1.357 3.835
H: 1.933 -0.498 1.798
H: 1.473 -1.706 0.753
H: 1.512 -3.900 1.900
H: 1.012 -5.174 4.005
H: 0.165 -3.973 6.021
H: -0.554 -1.804 7.110
H: -1.116 0.643 6.810
H: -0.976 1.651 4.554

Mulliken atomic charge list, values in e, 5 entries:
1. C -0.7029
2. C -0.1259
3. C -0.9303
4. H 0.7909
5. C -0.4020



Computed, not measured: C27H28IN3O2Pt as an isolated structure at a distorted geometry, with ωB97M-V/def2-TZVPD.

Net charge: +2
HOMO-LUMO gap (spin up / spin down) (eV): 6.94 / 5.03
E_LUMO (spin up / spin down) (eV): -6.2690 / -9.4352
Highest occupied orbital energy (spin up / spin down) (eV): -13.21 / -14.47
Multiplicity: 5
DFT total energy (hartree): -1776.78662

Geometry (Å):
C: 2.731 2.981 -0.254
C: 3.091 1.596 -0.798
H: 2.166 3.563 -0.982
H: 3.647 3.529 -0.003
H: 2.122 2.913 0.657
H: 2.536 1.352 -1.709
H: 4.163 1.564 -1.033
H: 2.932 0.825 -0.037
C: -2.215 1.526 -1.174
C: -3.448 1.266 -1.762
C: -3.745 -0.026 -2.209
C: -2.774 -1.017 -2.090
H: -1.943 2.490 -0.745
H: -4.163 2.080 -1.840
H: -4.717 -0.265 -2.628
H: -2.950 -2.060 -2.341
N: -1.284 0.561 -1.064
C: -1.512 -0.682 -1.580
C: -0.353 -1.540 -1.597
N: 0.761 -0.971 -1.055
C: 1.972 -1.531 -1.230
C: 0.977 -3.389 -2.393
C: 2.111 -2.737 -1.901
H: 2.816 -1.000 -0.805
H: 3.119 -3.126 -2.014
C: -0.269 -2.806 -2.202
H: -1.199 -3.286 -2.502
H: 1.076 -4.338 -2.913
Pt: 0.465 0.739 0.073
I: -0.212 2.578 1.648
C: -3.023 -0.774 6.453
C: -1.974 0.172 5.927
C: -2.127 1.540 6.162
C: -1.225 2.473 5.648
C: -0.108 2.022 4.964
C: 0.090 0.641 4.774
N: 1.191 0.254 4.042
C: 2.043 -0.833 4.256
C: 2.697 -1.063 5.471
C: 3.703 -2.027 5.530
C: 4.018 -2.794 4.398
C: 3.301 -2.634 3.208
C: 2.339 -1.639 3.151
C: 1.485 -1.357 1.947
O: 0.557 -2.108 1.624
O: 1.840 -0.228 1.374
C: -0.866 -0.307 5.214
C: -0.694 -1.765 4.908
H: -3.471 -1.366 5.643
H: -2.596 -1.469 7.189
H: -3.830 -0.216 6.943
H: -2.980 1.885 6.749
H: -1.394 3.543 5.772
H: 0.618 2.724 4.549
H: 1.506 0.916 3.340
H: 2.416 -0.451 6.332
H: 4.247 -2.171 6.467
H: 4.825 -3.527 4.440
H: 3.480 -3.238 2.319
H: -1.631 -2.295 5.104
H: -0.410 -1.954 3.861
H: 0.069 -2.235 5.551

Mulliken atomic charge list, values in e, 5 entries:
1. C -0.6707
2. C -0.1823
3. H 0.3018
4. H 0.3573
5. H -0.1535



Computed, not measured: an isolated ion of composition C27H28N3O and charge +1 at a distorted geometry, with ωB97M-V/def2-TZVPD.

Energy relative to the best compared isomer or geometry (same formula, charge and spin) (kJ/mol): 228.42
Net charge: +1
HOMO-LUMO gap (eV): 6.64
E_LUMO (eV): -3.1601
SMILES string: CN(c1ccccc1)c1ccc(C([NH2+]O)c2ccc(N(C)c3ccccc3)cc2)cc1
Highest occupied orbital energy (eV): -9.80
Multiplicity: 1
DFT total energy (hartree): -1284.84447

Geometry (Å):
C: 1.163 1.411 -5.190
N: 2.227 1.353 -4.189
C: 3.004 2.528 -4.080
C: 2.388 3.779 -4.279
C: 3.101 4.960 -4.057
C: 4.441 4.904 -3.661
C: 5.078 3.663 -3.526
C: 4.383 2.485 -3.813
C: 2.125 0.403 -3.169
C: 3.126 0.211 -2.191
C: 2.930 -0.624 -1.095
C: 1.678 -1.195 -0.848
C: 1.461 -1.944 0.436
N: 2.274 -1.358 1.521
O: 2.199 -2.106 2.803
C: 0.069 -1.986 0.968
C: -0.399 -3.085 1.699
C: -1.701 -3.082 2.206
C: -2.500 -1.943 2.022
N: -3.819 -1.917 2.538
C: -4.863 -2.388 1.653
C: -4.094 -1.092 3.622
C: -5.287 -0.368 3.754
C: -5.444 0.512 4.827
C: -4.449 0.635 5.804
C: -3.273 -0.141 5.712
C: -3.093 -0.984 4.619
C: -1.991 -0.799 1.373
C: -0.705 -0.829 0.838
C: 0.697 -1.083 -1.856
C: 0.943 -0.360 -3.021
H: 0.962 0.417 -5.592
H: 0.233 1.833 -4.778
H: 1.482 2.059 -6.014
H: 1.342 3.837 -4.560
H: 2.600 5.918 -4.165
H: 5.002 5.825 -3.473
H: 6.115 3.607 -3.174
H: 4.907 1.523 -3.812
H: 4.076 0.722 -2.268
H: 3.781 -0.815 -0.419
H: 1.796 -2.984 0.312
H: 1.907 -0.446 1.868
H: 3.279 -1.283 1.321
H: 2.684 -2.949 2.747
H: 0.270 -3.939 1.887
H: -2.100 -3.934 2.770
H: -5.760 -2.621 2.230
H: -5.099 -1.648 0.872
H: -4.495 -3.295 1.170
H: -6.052 -0.468 2.992
H: -6.344 1.120 4.899
H: -4.587 1.313 6.647
H: -2.505 -0.076 6.492
H: -2.164 -1.559 4.517
H: -2.589 0.111 1.301
H: -0.292 0.049 0.319
H: -0.279 -1.560 -1.728
H: 0.164 -0.317 -3.781

Mulliken atomic charge list, values in e, 5 entries:
1. C -1.5957
2. N 0.0412
3. C 0.3313
4. C -0.2705
5. C -0.6704



Computed, not measured: C27H28NOPS2SeSr as an isolated structure at a distorted geometry, with ωB97M-V/def2-TZVPD.

Energy relative to the best compared isomer or geometry (same formula, charge and spin) (kJ/mol): 78.66
Net charge: 0
HOMO-LUMO gap (eV): 6.80
E_LUMO (eV): -0.1789
Highest occupied orbital energy (eV): -6.98
Multiplicity: 1
DFT total energy (hartree): -4745.67306

Geometry (Å):
Sr: -2.068 1.535 0.620
O: 1.504 0.258 0.356
C: 2.127 -0.199 1.538
C: 1.232 -0.088 2.751
C: 1.057 -1.153 3.626
C: 0.205 -1.002 4.708
C: -0.450 0.207 4.877
C: -0.212 1.212 3.952
N: 0.613 1.081 2.918
H: 1.493 1.227 0.363
H: 3.056 0.349 1.730
H: 2.386 -1.246 1.376
H: 1.567 -2.091 3.446
H: 0.043 -1.820 5.398
H: -1.134 0.370 5.699
H: -0.696 2.180 4.052
C: -1.413 9.174 -0.848
C: -1.008 7.763 -0.514
C: 0.220 7.250 -0.904
C: 0.610 5.946 -0.611
C: 1.961 5.464 -1.054
C: -0.267 5.108 0.093
Se: 0.294 3.340 0.574
C: -1.511 5.614 0.496
C: -2.502 4.764 1.241
C: -1.860 6.924 0.192
H: -0.571 9.740 -1.246
H: -1.784 9.699 0.034
H: -2.207 9.192 -1.597
H: 0.909 7.886 -1.450
H: 2.501 6.254 -1.576
H: 1.870 4.601 -1.717
H: 2.557 5.135 -0.202
H: -2.945 4.025 0.560
H: -3.339 5.362 1.601
H: -2.041 4.254 2.092
H: -2.825 7.300 0.519
S: -4.239 -0.195 2.060
P: -4.086 -0.687 0.128
S: -2.309 -1.370 -0.453
C: -4.334 0.912 -0.809
C: -5.144 1.911 -0.262
C: -5.189 3.178 -0.831
C: -4.406 3.475 -1.940
C: -3.606 2.488 -2.501
C: -3.581 1.211 -1.948
C: -5.463 -1.724 -0.425
C: -5.588 -2.019 -1.780
C: -6.633 -2.813 -2.220
C: -7.549 -3.323 -1.307
C: -7.420 -3.037 0.043
C: -6.378 -2.234 0.488
H: -5.713 1.692 0.632
H: -5.816 3.940 -0.386
H: -4.408 4.474 -2.356
H: -2.991 2.707 -3.363
H: -2.932 0.449 -2.364
H: -4.862 -1.638 -2.489
H: -6.731 -3.042 -3.273
H: -8.363 -3.948 -1.652
H: -8.131 -3.437 0.754
H: -6.271 -1.999 1.539

Mulliken atomic charge list, values in e, 5 entries:
1. Sr 1.2093
2. O -0.4483
3. C -0.4961
4. C 0.5735
5. C -0.6270